Here is C12H21NO4 in the gas phase at a distorted geometry from the Open Molecules 2025 dataset. Energies are from wB97M-V/def2-TZVPD.

Geometry as ORCA input:
```
! RIJCOSX wB97M-V def2-TZVPD def2/J DEFGRID3
* xyz 0 1
C 4.18 -1.00 -0.80
C 3.01 -0.17 -0.23
C 1.87 0.00 -1.26
C 1.23 1.41 -1.32
C -0.30 1.53 -1.19
C -1.04 0.75 -0.09
C -2.07 -0.22 -0.71
C -1.56 -1.56 -1.24
C -1.46 -2.66 -0.17
C -1.91 1.66 0.84
C -2.14 0.76 2.09
O -2.03 1.46 3.32
N -0.79 1.21 4.07
O -0.99 0.44 4.91
O -1.22 -0.32 1.95
C -0.25 0.27 1.10
O 0.80 0.61 1.53
H 4.87 -0.35 -1.34
H 3.81 -1.80 -1.43
H 4.74 -1.43 0.04
H 3.40 0.80 0.08
H 2.66 -0.71 0.64
H 2.36 -0.17 -2.22
H 1.13 -0.78 -1.11
H 1.47 1.81 -2.31
H 1.72 2.07 -0.61
H -0.52 2.58 -1.00
H -0.73 1.29 -2.16
H -2.50 0.33 -1.55
H -2.93 -0.41 -0.07
H -0.64 -1.46 -1.81
H -2.32 -1.91 -1.94
H -0.49 -2.64 0.32
H -1.65 -3.63 -0.60
H -2.25 -2.50 0.57
H -1.41 2.58 1.13
H -2.90 1.86 0.43
H -3.12 0.29 2.11
*
```

Computed properties:
* electronic energy: -825.416582 Eh
* largest force on an atom: 1.1 eV Å⁻¹
* HOMO-LUMO gap: 10.248 eV
* highest occupied orbital energy: -10.3 eV
* lowest unoccupied orbital energy: 0.0 eV
* energy relative to the best compared isomer or geometry (same formula, charge and spin): 107.5 kcal per mole

Atomic partial charges in e from the natural (NBO) method, atoms 1 to 2: -0.61, -0.38



Here is 2 unconnected molecules or ions with the total composition C12H21O2P at a distorted geometry from the Open Molecules 2025 dataset. Energies are from wB97M-V/def2-TZVPD.

Geometry as ORCA input:
```
! RIJCOSX wB97M-V def2-TZVPD def2/J DEFGRID3
* xyz 0 1
C 4.27 -1.96 -0.19
C 2.99 -2.81 -0.64
C 1.58 -2.06 -0.45
O 1.67 -0.61 -0.35
P 0.18 0.10 0.10
C -1.25 -1.13 -0.14
C -1.79 -1.23 -1.61
C -2.94 -2.24 -1.90
C -3.45 -3.08 -0.71
C -2.93 -2.96 0.76
C -1.79 -1.96 1.05
H 4.19 -0.85 -0.48
H 4.44 -2.02 0.95
H 5.19 -2.40 -0.72
H 3.09 -3.05 -1.76
H 2.93 -3.80 -0.05
H 0.90 -2.39 -1.33
H 1.12 -2.45 0.54
H 0.13 0.51 1.48
H -0.17 1.25 -0.71
H -1.34 -0.57 -2.43
H -3.32 -2.33 -2.97
H -4.27 -3.85 -0.90
H -3.37 -3.61 1.60
H -1.32 -1.78 2.07
C 0.80 4.08 1.06
C -0.64 3.67 0.70
C -1.51 4.94 0.59
O -1.13 2.92 1.70
H 0.85 4.62 2.01
H 1.46 3.21 1.13
H 1.22 4.74 0.29
H -0.59 3.25 -0.33
H -1.54 5.51 1.52
H -2.54 4.70 0.31
H -1.12 5.61 -0.19
*
```

Computed properties:
* electronic energy: -961.356901 Eh
* largest force on an atom: 4.4 eV Å⁻¹
* HOMO-LUMO gap: 4.673 eV
* highest occupied orbital energy: -5.9 eV
* lowest unoccupied orbital energy: -1.2 eV
* energy relative to the best compared isomer or geometry (same formula, charge and spin): 116.5 kcal per mole

Atomic partial charges in e from the natural (NBO) method, atoms 1 to 2: -0.63, -0.42



Here is 2 unconnected molecules or ions with the total composition C12H21O2P at a distorted geometry from the Open Molecules 2025 dataset. Energies are from wB97M-V/def2-TZVPD.

Geometry as ORCA input:
```
! RIJCOSX wB97M-V def2-TZVPD def2/J DEFGRID3
* xyz 0 1
C 4.05 -1.64 -0.13
C 2.97 -2.60 -0.64
C 1.53 -2.10 -0.45
O 1.48 -0.65 -0.30
P 0.09 0.00 0.12
C -1.29 -1.11 -0.14
C -1.79 -1.20 -1.44
C -2.85 -2.07 -1.69
C -3.35 -2.82 -0.64
C -2.86 -2.72 0.66
C -1.81 -1.86 0.92
H 3.83 -0.61 -0.36
H 4.20 -1.73 0.95
H 4.99 -1.89 -0.62
H 3.12 -2.75 -1.71
H 3.04 -3.56 -0.14
H 0.93 -2.42 -1.30
H 1.12 -2.55 0.45
H 0.06 0.39 1.47
H -0.18 1.13 -0.66
H -1.37 -0.59 -2.23
H -3.23 -2.15 -2.70
H -4.15 -3.52 -0.82
H -3.28 -3.32 1.45
H -1.38 -1.73 1.90
C 0.87 3.77 0.99
C -0.58 3.39 0.65
C -1.40 4.69 0.51
O -1.10 2.63 1.65
H 0.92 4.31 1.93
H 1.50 2.88 1.07
H 1.31 4.42 0.21
H -0.55 2.95 -0.39
H -1.40 5.25 1.45
H -2.44 4.46 0.24
H -1.00 5.34 -0.27
*
```

Computed properties:
* electronic energy: -961.542585 Eh
* largest force on an atom: 1.7 eV Å⁻¹
* HOMO-LUMO gap: 5.659 eV
* highest occupied orbital energy: -6.1 eV
* lowest unoccupied orbital energy: -0.4 eV
* energy relative to the best compared isomer or geometry (same formula, charge and spin): 0.0 kcal per mole

Atomic partial charges in e from the natural (NBO) method, atoms 1 to 2: -0.61, -0.42



Here is a gas-phase ion, C12H21OS (charge +1) at a distorted geometry from the Open Molecules 2025 dataset. Energies are from wB97M-V/def2-TZVPD.

Geometry as ORCA input:
```
! RIJCOSX wB97M-V def2-TZVPD def2/J DEFGRID3
* xyz 1 1
C -0.49 2.67 -0.62
C 0.78 1.97 -0.50
C -1.51 2.36 0.19
C 0.99 0.89 0.27
C 1.93 -1.37 0.60
C 2.95 0.57 1.66
C 3.11 0.34 -1.03
C -1.61 -0.34 -1.19
C -2.28 -1.76 0.84
C -3.93 -0.14 -0.10
C 2.30 0.09 0.31
C -2.48 -0.42 0.10
O 0.07 0.41 1.17
S -1.48 0.91 1.19
H -0.43 3.57 -1.26
H 1.56 2.31 -1.12
H -2.38 2.86 0.24
H 2.75 -1.92 0.58
H 1.31 -1.48 1.61
H 1.38 -1.67 -0.29
H 3.87 0.07 1.68
H 2.38 0.25 2.42
H 2.92 1.57 1.64
H 4.07 -0.29 -0.94
H 3.41 1.45 -1.07
H 2.39 -0.08 -1.88
H -1.67 0.78 -1.54
H -0.58 -0.83 -1.19
H -2.25 -0.93 -1.88
H -3.09 -1.76 1.69
H -1.22 -2.07 1.12
H -2.53 -2.50 0.21
H -4.26 0.53 0.72
H -4.00 0.48 -1.00
H -4.38 -1.07 -0.27
*
```

Computed properties:
* electronic energy: -942.857477 Eh
* largest force on an atom: 5.1 eV Å⁻¹
* HOMO-LUMO gap: 8.532 eV
* highest occupied orbital energy: -12.4 eV
* lowest unoccupied orbital energy: -3.9 eV
* energy relative to the best compared isomer or geometry (same formula, charge and spin): 76.8 kcal per mole

Atomic partial charges in e from the natural (NBO) method, atoms 1 to 2: -0.09, -0.38



Here is a molecular structure, C12H22 at a distorted geometry from the Open Molecules 2025 dataset. Energies are from wB97M-V/def2-TZVPD.

Geometry as ORCA input:
```
! RIJCOSX wB97M-V def2-TZVPD def2/J DEFGRID3
* xyz 0 1
C -2.73 -0.93 0.10
C -2.72 -0.24 -1.14
C -2.23 1.14 -0.74
C -0.83 1.27 0.09
C -1.02 0.32 1.30
C -1.38 -1.04 1.05
C 0.53 0.81 -0.56
C 0.67 -0.62 -1.18
C 1.76 -1.40 -0.39
C 3.28 -0.75 -0.04
C 3.13 0.84 -0.10
C 1.73 1.03 0.35
H -3.21 -1.92 0.19
H -3.52 -0.39 0.81
H -3.91 -0.23 -1.17
H -2.21 -0.64 -1.94
H -3.17 1.36 0.15
H -2.18 2.03 -1.54
H -0.74 2.33 0.34
H -0.20 0.56 2.35
H -1.96 0.82 1.68
H -1.49 -1.40 2.12
H -0.47 -1.64 0.92
H 0.88 1.50 -1.39
H 1.36 -0.47 -2.11
H -0.07 -1.35 -1.35
H 2.03 -2.25 -1.19
H 1.53 -1.77 0.69
H 4.11 -1.19 -0.51
H 3.11 -0.92 1.18
H 3.45 1.45 -1.01
H 3.83 1.17 0.87
H 1.49 0.37 1.45
H 1.16 2.17 0.69
*
```

Computed properties:
* electronic energy: -470.122153 Eh
* largest force on an atom: 7.7 eV Å⁻¹
* HOMO-LUMO gap: 10.261 eV
* highest occupied orbital energy: -9.4 eV
* lowest unoccupied orbital energy: 0.9 eV
* energy relative to the best compared isomer or geometry (same formula, charge and spin): 138.3 kcal per mole

Atomic partial charges in e from the natural (NBO) method, atoms 1 to 2: -0.38, -0.46



Here is a molecular structure, C12H22BBr12O4 at a distorted geometry from the Open Molecules 2025 dataset. Energies are from wB97M-V/def2-TZVPD.

Geometry as ORCA input:
```
! RIJCOSX wB97M-V def2-TZVPD def2/J DEFGRID3
* xyz -1 1
C 1.36 1.91 2.74
C 0.84 1.93 1.18
C 0.31 0.39 0.82
C -1.32 0.26 0.86
C -1.97 0.32 2.38
C -3.60 0.19 2.33
O -4.12 -0.91 1.46
B -4.80 -0.48 0.20
O -5.26 0.89 0.53
C -4.51 1.40 1.71
C -3.89 2.90 1.51
O -4.93 3.69 0.77
O -5.99 3.86 1.51
H 2.52 1.68 2.71
H 1.23 2.96 3.25
H 0.74 1.06 3.28
H -0.11 2.65 1.06
H 1.64 2.33 0.42
H 0.84 -0.41 1.51
H 0.63 0.22 -0.32
H -1.67 -0.79 0.41
H -1.89 1.07 0.20
H -1.57 -0.67 2.93
H -1.58 1.22 3.03
H -3.99 0.15 3.46
H -3.86 -0.35 -0.52
H -5.52 -1.23 -0.35
H -5.33 1.56 2.55
H -2.94 2.92 0.80
H -3.69 3.48 2.53
H -6.76 4.23 0.97
C -0.12 -2.06 -2.74
Br -1.55 -1.49 -1.56
Br 0.77 -0.55 -3.58
Br 1.15 -3.23 -1.83
H -0.57 -2.65 -3.54
C 2.67 -3.06 -6.64
Br 3.06 -1.20 -6.26
Br 3.75 -4.27 -5.57
Br 0.77 -3.45 -6.47
H 2.93 -3.24 -7.69
C 5.73 -0.19 2.14
Br 5.88 1.67 2.68
Br 5.89 -1.41 3.65
Br 4.11 -0.51 1.11
H 6.57 -0.40 1.47
C 5.57 -2.58 -2.25
Br 4.34 -1.08 -2.34
Br 7.08 -2.35 -3.46
Br 6.16 -2.93 -0.42
H 5.03 -3.47 -2.58
*
```

Computed properties:
* electronic energy: -31684.156242 Eh
* largest force on an atom: 7.1 eV Å⁻¹
* HOMO-LUMO gap: 4.797 eV
* highest occupied orbital energy: -3.6 eV
* lowest unoccupied orbital energy: 1.1 eV

Atomic partial charges in e from the natural (NBO) method, atoms 1 to 2: -0.64, -0.42